Entry 1:
This record from the OMol25 dataset describes the molecule C2H4N4. The level of theory is wB97M-V/def2-TZVPD.

Summary:
E_tot, Eh: -297.42641
Orbital gap (spin up / spin down), eV: 7.947 / 7.957
Energy above the lowest of the compared OMol25 structures with the same formula, charge and spin, kJ/mol: 572.1
Charge: 0
E_HOMO (spin up / spin down), Eh: -0.3078 / -0.2903

Cartesian coordinates (Å):
N -2.010081 -0.071644 -0.046252
N 1.390254 0.629395 0.219205
N 0.092923 0.735247 0.042931
N 1.679113 -1.247171 -0.903202
C 2.010782 -0.632971 0.126164
C -0.777049 -0.165526 -0.532505
H 2.838795 -0.829917 0.823772
H -2.719308 -0.635527 -0.491091
H -0.179302 1.715625 0.025244
H -2.326128 0.502489 0.735737

Cartesian forces (eV/Å) of the 2 atoms listed first:
N 0.07 0.23 -0.28
N 0.59 0.88 1.01

Entry 2:
This record from the OMol25 dataset describes a structure of composition C2H4N4. The level of theory is wB97M-V/def2-TZVPD.

Summary:
E_tot, Eh: -297.51350
Orbital gap, eV: 9.471
Energy above the lowest of the compared OMol25 structures with the same formula, charge and spin, kJ/mol: 343.4
Charge: 0
E_HOMO, Eh: -0.3350

Cartesian coordinates (Å):
N 2.006007 -0.096727 -0.138376
N -0.299250 0.734190 -0.722207
N -1.563309 -0.551665 0.731743
N 0.683310 -0.875415 0.808521
C 0.590802 0.024755 -0.097800
C -1.510793 0.344561 -0.188375
H -2.505265 -0.759343 1.051407
H 2.436070 -0.642632 -0.871257
H -2.386714 0.850338 -0.605691
H 2.578491 0.584250 0.339888

Cartesian forces (eV/Å) of the 2 atoms listed first:
N 0.30 0.13 -0.16
N 0.12 -0.13 0.13

Entry 3:
This record from the OMol25 dataset describes the molecule C2H4N4. The level of theory is wB97M-V/def2-TZVPD.

Summary:
E_tot, Eh: -297.58152
Orbital gap, eV: 11.734
Energy above the lowest of the compared OMol25 structures with the same formula, charge and spin, kJ/mol: 164.8
SMILES: Cn1ncnn1
Charge: 0
E_HOMO, Eh: -0.3940

Cartesian coordinates (Å):
N 0.410058 -0.699053 -0.878291
N 0.695420 0.686898 0.819811
N 1.684839 -0.557577 -0.749619
N -0.161006 0.040735 0.054489
C -1.606044 -0.049010 -0.000883
C 1.845383 0.286001 0.284714
H -2.033948 -0.466425 0.916881
H -2.078415 0.919191 -0.198878
H -1.581124 -0.744146 -0.863237
H 2.824835 0.583386 0.615010

Cartesian forces (eV/Å) of the 2 atoms listed first:
N 0.33 -0.05 -0.07
N 0.07 -0.22 -0.26

Entry 4:
This record from the OMol25 dataset describes the molecule C2H4N4. The level of theory is wB97M-V/def2-TZVPD.

Summary:
E_tot, Eh: -297.56760
Orbital gap, eV: 11.535
Energy above the lowest of the compared OMol25 structures with the same formula, charge and spin, kJ/mol: 201.4
SMILES: Cn1ncnn1
Charge: 0
E_HOMO, Eh: -0.3941

Cartesian coordinates (Å):
N 0.075177 0.549168 -1.114153
N 0.265512 -1.259105 0.067801
N -0.430433 -0.179798 -0.062221
N 1.172846 -1.275043 -0.837480
C -0.877633 0.400400 1.184305
C 1.020115 -0.151574 -1.568942
H -1.882855 0.802660 1.037232
H 1.781282 0.150485 -2.286826
H -0.210412 1.187899 1.508203
H -0.913600 -0.225092 2.072081

Cartesian forces (eV/Å) of the 2 atoms listed first:
N -2.95 2.90 1.55
N 1.13 -1.68 0.39

Entry 5:
This record from the OMol25 dataset describes the molecule C2H4N4. The level of theory is wB97M-V/def2-TZVPD.

Summary:
E_tot, Eh: -297.43949
Orbital gap (spin up / spin down), eV: 7.139 / 9.219
Energy above the lowest of the compared OMol25 structures with the same formula, charge and spin, kJ/mol: 537.8
Charge: 0
E_HOMO (spin up / spin down), Eh: -0.2941 / -0.3353

Cartesian coordinates (Å):
N 0.657464 -1.047981 0.158643
N -0.160324 1.258944 0.538285
N 1.773662 -0.554732 -0.150698
N 2.231679 0.491806 -0.282649
C -0.996521 0.769868 -0.530739
C -0.467367 -0.068010 0.562324
H -2.035702 1.082873 -0.538058
H 0.593179 -2.023063 0.415639
H -0.571773 0.644266 -1.522685
H -1.024293 -0.553975 1.349937

Cartesian forces (eV/Å) of the 2 atoms listed first:
N -2.22 -0.59 0.66
N 1.07 0.68 0.42

Entry 6:
This record from the OMol25 dataset describes the molecule C2H4N4O. The level of theory is wB97M-V/def2-TZVPD.

Summary:
E_tot, Eh: -372.82130
Orbital gap, eV: 10.104
Energy above the lowest of the compared OMol25 structures with the same formula, charge and spin, kJ/mol: 207.5
SMILES: [H]/N=C1\N=N[C@H](N)O1
Charge: 0
E_HOMO, Eh: -0.3794

Cartesian coordinates (Å):
O 0.073648 0.748411 -0.656287
N 0.814055 -1.381696 -0.453702
N -0.219383 -1.347674 0.224547
N -1.945416 0.284993 0.626844
N 2.368297 0.464682 -0.759269
C -0.578280 0.084282 0.444329
C 1.200864 0.010908 -0.723163
H -0.012606 0.395705 1.331770
H 3.019235 -0.315278 -0.684754
H -2.527378 -0.208893 -0.034741
H -2.193032 1.264556 0.684431

Cartesian forces (eV/Å) of the 2 atoms listed first:
O 0.02 0.06 0.10
N -0.28 0.02 0.31

Entry 7:
This record from the OMol25 dataset describes the molecule C2H4N4O. The level of theory is wB97M-V/def2-TZVPD.

Summary:
E_tot, Eh: -372.80654
Orbital gap, eV: 11.265
Energy above the lowest of the compared OMol25 structures with the same formula, charge and spin, kJ/mol: 246.2
SMILES: COc1nn[nH]n1
Charge: 0
E_HOMO, Eh: -0.3754

Cartesian coordinates (Å):
O 1.029433 -0.776161 -0.420963
N -2.329062 -0.733947 0.131493
N -2.043539 0.492612 -0.007995
N -0.772013 0.817585 -0.322332
N -1.189447 -1.385026 -0.074903
C 1.905743 0.072871 0.191323
C -0.262047 -0.423065 -0.320407
H -2.738961 1.121217 -0.306686
H 1.490785 0.312011 1.199805
H 2.827770 -0.470544 0.305317
H 2.081337 0.972447 -0.374647

Cartesian forces (eV/Å) of the 2 atoms listed first:
O -2.23 -1.08 -1.40
N 1.27 -2.26 -0.82

Entry 8:
This record from the OMol25 dataset describes the molecule C2H4N4O. The level of theory is wB97M-V/def2-TZVPD.

Summary:
E_tot, Eh: -372.74943
Orbital gap (spin up / spin down), eV: 7.275 / 8.566
Energy above the lowest of the compared OMol25 structures with the same formula, charge and spin, kJ/mol: 396.2
Charge: 0
E_HOMO (spin up / spin down), Eh: -0.3452 / -0.3556

Cartesian coordinates (Å):
O 1.150246 -0.490164 2.047226
N -0.054722 -0.533942 0.130801
N -1.934949 -0.168659 -1.257203
N 1.940417 0.710230 0.238660
N 0.299778 0.595338 -1.619769
C 1.051350 -0.038026 0.767267
C -0.629285 0.045860 -0.953153
H -2.539115 -0.351914 -0.469325
H -2.332071 0.339027 -2.032387
H 0.413160 -1.092533 2.214620
H 2.635190 0.984784 0.933265

Cartesian forces (eV/Å) of the 2 atoms listed first:
O -0.21 -0.07 0.02
N -0.44 -0.66 0.34

Entry 9:
This record from the OMol25 dataset describes the molecule C2H4N4O. The level of theory is wB97M-V/def2-TZVPD.

Summary:
E_tot, Eh: -372.76495
Orbital gap, eV: 10.945
Energy above the lowest of the compared OMol25 structures with the same formula, charge and spin, kJ/mol: 355.4
SMILES: Cc1nnnn1O
Charge: 0
E_HOMO, Eh: -0.3807

Cartesian coordinates (Å):
O 1.527832 1.137616 0.397512
N 0.738345 0.721073 -1.774374
N -0.072213 -0.034367 -2.345751
N -0.817486 -0.784703 -1.358518
N 0.579418 0.649809 -0.461975
C -0.387684 -0.406584 -0.205058
C -0.773222 -0.751010 1.175511
H 1.821579 1.982180 0.018682
H -1.694778 -0.234326 1.439506
H -0.937322 -1.823438 1.249249
H 0.015531 -0.456250 1.865215

Cartesian forces (eV/Å) of the 2 atoms listed first:
O 0.03 -0.09 0.09
N 0.99 1.08 0.28

Entry 10:
This record from the OMol25 dataset describes the molecule C2H4N4O. The level of theory is wB97M-V/def2-TZVPD.

Summary:
E_tot, Eh: -372.89423
Orbital gap, eV: 9.152
Energy above the lowest of the compared OMol25 structures with the same formula, charge and spin, kJ/mol: 16.0
SMILES: Nc1n[nH]c(O)n1
Charge: 0
E_HOMO, Eh: -0.3082

Cartesian coordinates (Å):
O -2.485644 0.497810 -0.277100
N -0.146747 0.889033 -0.188918
N 0.466407 -1.246003 0.324294
N 2.158427 0.393146 0.205116
N -0.896729 -1.135975 0.178461
C -1.213309 0.128743 -0.103601
C 0.850996 -0.007505 0.094824
H 2.861583 -0.315507 0.075282
H -1.506177 -1.906761 0.393759
H 2.371649 1.313927 -0.137267
H -2.471013 1.420911 -0.567176

Cartesian forces (eV/Å) of the 2 atoms listed first:
O 0.11 0.16 -0.09
N -0.13 -0.20 0.08

Entry 11:
This record from the OMol25 dataset describes a cluster of 2 separate species, C2H4N4O in total. The level of theory is wB97M-V/def2-TZVPD.

Summary:
E_tot, Eh: -372.74670
Orbital gap (spin up / spin down), eV: 9.931 / 9.931
Energy above the lowest of the compared OMol25 structures with the same formula, charge and spin, kJ/mol: 403.4
SMILES: NC#[N+][O-].N#CN
Charge: 0
E_HOMO (spin up / spin down), Eh: -0.3358 / -0.3357

Cartesian coordinates (Å):
O -0.135495 -0.727269 1.505018
N 1.223331 2.243724 0.061699
N -1.155714 -2.172777 -0.432664
N -0.077311 -0.030632 -1.022086
N 0.427516 0.408195 1.432683
C 0.665823 1.097532 0.446676
C -0.507103 -1.006141 -0.492368
H -1.453594 -2.471059 0.482482
H 2.145245 2.173411 -0.348881
H 0.618450 2.893510 -0.422157
H -1.751148 -2.408493 -1.210402

Cartesian forces (eV/Å) of the 2 atoms listed first:
O 0.09 0.10 -0.71
N 0.17 0.16 -0.14

Entry 12:
This record from the OMol25 dataset describes the molecule C2H4N4O. The level of theory is wB97M-V/def2-TZVPD.

Summary:
E_tot, Eh: -372.68491
Orbital gap, eV: 8.067
Energy above the lowest of the compared OMol25 structures with the same formula, charge and spin, kJ/mol: 565.6
SMILES: [H]/N=c1/[nH]ncn1O
Charge: 0
E_HOMO, Eh: -0.2949

Cartesian coordinates (Å):
O -0.720407 0.498116 -1.790607
N 1.158709 0.712379 1.347065
N -1.092444 -1.801924 -0.018586
N 0.153613 0.407921 -0.580605
N 0.316553 -0.491936 1.388746
C -0.482394 -0.562959 0.334044
C 1.171737 0.965509 0.052116
H -1.459789 -1.611709 -0.869318
H 2.010732 1.577175 -0.566143
H -1.326739 1.320319 -1.561080
H 0.270428 -1.012891 2.264368

Cartesian forces (eV/Å) of the 2 atoms listed first:
O 1.14 3.01 2.20
N 0.96 -2.54 -1.71